Entry 1:
Molecular formula: C22H24BCoFN10O4
Method: DFT, ωB97M-V/def2-TZVPD

Geometry as XYZ:
```
63
C22H24BCoFN10O4 | the OMol25 dataset | ωB97M-V/def2-TZVPD
Co 0.025 -0.051 -0.725
C 3.290 -1.422 -0.317
C 2.751 -0.428 0.657
C 3.332 0.091 1.805
C 2.420 1.010 2.305
N 1.352 1.039 1.507
N 1.549 0.155 0.495
B 0.132 2.028 1.475
N -1.197 1.203 1.451
C -2.246 1.219 2.280
C -3.265 0.458 1.732
C -2.772 -0.019 0.523
C -3.421 -0.884 -0.505
N -1.529 0.458 0.366
N 0.216 2.727 0.072
C 0.330 3.988 -0.364
C 0.386 3.999 -1.746
C 0.304 2.669 -2.128
C 0.326 2.052 -3.487
N 0.208 1.918 -1.019
N 0.163 2.896 2.693
C 0.177 4.235 2.949
C 0.189 4.398 4.303
C 0.174 3.091 4.835
C 0.180 2.678 6.275
N 0.156 2.190 3.870
H 4.170 -1.910 0.094
H 3.582 -0.932 -1.248
H 2.549 -2.188 -0.556
H 4.291 -0.171 2.220
H 2.471 1.633 3.184
H -2.206 1.765 3.209
H -4.239 0.269 2.153
H -3.719 -1.842 -0.076
H -2.756 -1.078 -1.349
H -4.321 -0.403 -0.887
H 0.368 4.817 0.315
H 0.472 4.858 -2.390
H 0.203 2.812 -4.253
H -0.481 1.324 -3.602
H 1.276 1.545 -3.669
H 0.168 4.983 2.181
H 0.199 5.325 4.851
H 0.109 3.545 6.928
H 1.094 2.139 6.522
H -0.652 2.009 6.490
F 1.673 -5.869 -4.956
C 0.675 -5.265 -4.425
C 0.706 -4.954 -3.061
N -0.307 -4.334 -2.501
C -0.312 -3.979 -1.077
C -0.179 -2.482 -0.840
O -0.303 -2.044 0.297
O 0.078 -1.690 -1.829
C -1.494 -3.923 -3.252
O -2.354 -3.332 -2.684
N -1.484 -4.254 -4.579
C -0.482 -4.916 -5.292
O -0.532 -5.162 -6.455
H 1.561 -5.222 -2.451
H 0.507 -4.487 -0.571
H -1.250 -4.305 -0.635
H -2.306 -3.982 -5.109
```

Computed properties:
Expectation value of S² ... 8.78
Multiplicity ... 6
E_HOMO (alpha / beta) ... -13.6 / -13.6 eV
Net charge ... +2
Lowest unoccupied orbital energy (alpha / beta) ... -6.9 / -10.0 eV
HOMO-LUMO gap (alpha / beta) ... 6.678 / 3.595 eV

Entry 2:
Molecular formula: C24H62N4O9
Method: DFT, ωB97M-V/def2-TZVPD

Geometry as XYZ:
```
99
C24H62N4O9 | the OMol25 dataset | ωB97M-V/def2-TZVPD
O -1.736 -1.569 0.633
H -1.934 -1.669 -0.302
H -1.602 -2.451 0.903
C -4.316 0.754 0.695
O -3.251 1.315 -0.080
C -3.240 2.672 -0.067
C -2.016 3.129 -0.922
N -1.529 4.451 -0.531
C -0.446 4.945 -1.326
C -0.048 6.316 -0.911
O 1.154 6.738 -1.486
C 1.103 7.008 -2.846
H -5.140 0.720 -0.003
H -4.504 1.410 1.550
H -3.913 -0.218 0.922
H -3.129 3.099 0.930
H -4.192 3.073 -0.476
H -2.251 3.118 -1.980
H -1.219 2.403 -0.755
H -2.244 5.113 -0.690
H -0.700 4.893 -2.363
H 0.362 4.241 -1.124
H -0.028 6.335 0.159
H -0.798 7.114 -1.182
H 1.576 6.230 -3.492
H 1.707 7.869 -3.022
H 0.098 7.205 -3.209
C 4.580 -6.316 -1.208
O 3.599 -5.721 -0.282
C 3.788 -4.300 -0.198
C 3.235 -3.860 1.097
N 3.119 -2.352 1.107
C 1.757 -1.957 0.709
C 1.572 -0.451 0.376
O 2.221 -0.148 -0.883
C 2.040 1.127 -1.272
H 4.353 -7.355 -1.339
H 5.595 -6.259 -0.767
H 4.523 -5.740 -2.099
H 3.384 -3.823 -1.117
H 4.860 -4.078 -0.256
H 3.860 -4.032 1.982
H 2.195 -4.247 1.230
H 3.324 -2.017 2.050
H 1.057 -2.192 1.458
H 1.550 -2.500 -0.225
H 2.092 0.094 1.187
H 0.504 -0.156 0.263
H 2.685 1.304 -2.139
H 2.246 1.816 -0.492
H 0.955 1.246 -1.575
C 4.505 -0.127 3.613
O 3.160 -0.576 3.382
C 2.316 -0.543 4.552
C 0.951 -0.172 4.092
N 0.924 1.254 3.728
C -0.187 1.733 2.925
C -0.476 3.245 3.145
O 0.441 3.966 2.264
C 1.080 5.020 2.942
H 4.466 0.927 3.808
H 4.988 -0.382 2.677
H 4.964 -0.714 4.415
H 2.707 0.222 5.246
H 2.219 -1.528 5.046
H 0.249 -0.347 4.859
H 0.712 -0.937 3.290
H 1.707 1.424 3.187
H -1.154 1.053 3.115
H -0.180 1.556 1.831
H -0.236 3.465 4.177
H -1.564 3.566 2.984
H 1.648 4.742 3.792
H 0.474 5.896 3.314
H 1.794 5.379 2.203
C 0.332 -4.749 -3.804
O -0.519 -3.638 -3.759
C -0.158 -2.663 -2.816
C -1.197 -1.603 -2.763
N -2.420 -2.202 -2.279
C -3.625 -1.420 -2.455
C -4.833 -2.103 -1.746
O -4.920 -3.491 -2.318
C -6.024 -4.205 -1.746
H 1.330 -4.480 -4.099
H -0.034 -5.446 -4.569
H 0.325 -5.368 -2.853
H 0.816 -2.206 -3.078
H -0.008 -3.034 -1.765
H -1.384 -1.269 -3.763
H -0.913 -0.822 -2.104
H -2.668 -3.169 -2.551
H -3.829 -1.399 -3.484
H -3.450 -0.389 -2.023
H -5.693 -1.385 -1.772
H -4.535 -2.250 -0.709
H -6.968 -3.631 -1.845
H -5.850 -4.369 -0.692
H -6.146 -5.159 -2.229
```

Computed properties:
SMILES ... COCCNCCOC.COCCNCCOC.COCCNCCOC.COCCNCCOC.O
E_HOMO ... -8.4 eV
Net charge ... 0
Relative energy (zero: lowest compared OMol25 entry of this formula, charge and spin) ... 54.9 kcal/mol
Lowest unoccupied orbital energy ... 0.8 eV
HOMO-LUMO gap ... 9.214 eV

F_max? In order: 0.8; 3.9 eV/Å.